Formula: C2H8Cl2Si2
Source: the OMol25 dataset
Level of theory: ωB97M-V/def2-TZVPD

Calculated values
Gap between HOMO and LUMO = 7.1035 eV
F_max = 3.14 eV/A
ΔE to the lowest compared entry with this formula, charge and spin = 68.6 kcal/mol
E_HOMO = -9.0868 eV
DFT total energy = -43004.1287 eV

```
! wB97M-V def2-TZVPD RIJCOSX def2/J DEFGRID3
* xyz 0 1
C -3.735 0.672 -1.390
C 3.257 0.239 0.731
Si 0.015 0.475 1.234
Si 1.715 -0.989 0.800
Cl 2.300 -2.524 2.017
Cl 1.644 -1.735 -1.170
H -3.787 0.953 -0.368
H -2.938 -0.075 -1.476
H -3.428 1.580 -1.938
H 2.974 1.185 0.026
H 3.685 0.706 1.585
H 4.078 -0.297 0.296
H -1.070 -0.556 1.272
H -4.709 0.365 -1.619
*
```

Formula: C2H8ClN2
Source: the OMol25 dataset
Level of theory: ωB97M-V/def2-TZVPD

Calculated values
Gap between HOMO and LUMO = 9.6288 eV
F_max = 5.95 eV/A
ΔE to the lowest compared entry with this formula, charge and spin = 64.8 kcal/mol
E_HOMO = -14.3961 eV
DFT total energy = -17695.7794 eV

```
! wB97M-V def2-TZVPD RIJCOSX def2/J DEFGRID3
* xyz 1 1
C 0.566 0.639 0.918
C -1.146 -1.243 -0.468
N -0.869 -0.871 0.793
N 0.921 0.812 -0.534
Cl -1.705 0.001 -1.784
H -0.214 1.360 1.339
H 1.255 0.195 1.615
H -2.046 -2.038 -0.474
H -0.412 -1.725 -1.176
H -1.403 -0.323 1.399
H 0.321 0.422 -1.306
H 1.729 0.227 -0.781
H 0.965 1.882 -0.680
*
```

Formula: C2H8CsO2
Source: the OMol25 dataset
Level of theory: ωB97M-V/def2-TZVPD

Calculated values
Gap between HOMO and LUMO = 11.2811 eV
F_max = 9.75 eV/A
ΔE to the lowest compared entry with this formula, charge and spin = 109.4 kcal/mol
E_HOMO = -14.7931 eV
DFT total energy = -6836.8413 eV

```
! wB97M-V def2-TZVPD RIJCOSX def2/J DEFGRID3
* xyz 1 1
Cs -0.820 1.449 -0.242
C 0.270 -0.737 -2.350
O -0.664 -0.830 -1.284
H 0.380 -1.712 -2.824
H -0.265 -0.089 -3.045
H 1.193 -0.244 -2.043
H -1.408 -0.257 -1.484
C 0.505 0.210 2.208
O -0.729 0.649 1.664
H 0.636 0.471 3.258
H 0.830 -0.827 2.117
H 1.250 0.786 1.660
H -1.176 1.130 2.365
*
```

Formula: C2H8IN2
Source: the OMol25 dataset
Level of theory: ωB97M-V/def2-TZVPD

Calculated values
Gap between HOMO and LUMO = 8.9868 eV
F_max = 5.55 eV/A
ΔE to the lowest compared entry with this formula, charge and spin = 66.2 kcal/mol
E_HOMO = -14.0812 eV
DFT total energy = -13275.2748 eV

```
! wB97M-V def2-TZVPD RIJCOSX def2/J DEFGRID3
* xyz 1 1
C 0.412 0.610 -0.415
C -0.558 -0.449 0.030
N 0.142 1.625 0.647
N -0.119 -1.234 0.994
I -2.585 -0.171 -0.257
H 1.432 0.334 -0.346
H 0.063 1.086 -1.440
H 0.355 -1.341 -1.677
H 0.740 1.588 1.383
H 0.026 -1.843 -2.208
H -0.246 2.564 0.291
H -0.540 -1.796 1.757
H 0.880 -0.972 1.241
*
```

What did the second record say?
Formula: C2H8ClN2
Source: the OMol25 dataset
Level of theory: ωB97M-V/def2-TZVPD

Calculated values
Gap between HOMO and LUMO = 9.6288 eV
F_max = 5.95 eV/A
ΔE to the lowest compared entry with this formula, charge and spin = 64.8 kcal/mol
E_HOMO = -14.3961 eV
DFT total energy = -17695.7794 eV

```
! wB97M-V def2-TZVPD RIJCOSX def2/J DEFGRID3
* xyz 1 1
C 0.566 0.639 0.918
C -1.146 -1.243 -0.468
N -0.869 -0.871 0.793
N 0.921 0.812 -0.534
Cl -1.705 0.001 -1.784
H -0.214 1.360 1.339
H 1.255 0.195 1.615
H -2.046 -2.038 -0.474
H -0.412 -1.725 -1.176
H -1.403 -0.323 1.399
H 0.321 0.422 -1.306
H 1.729 0.227 -0.781
H 0.965 1.882 -0.680
*
```

> Look up the gap between HOMO and LUMO of the second one.

9.6288 eV

> What is the gap between HOMO and LUMO in the third record?

11.2811 eV